No. 1
The following is a DFT calculation (ωB97M-V with the def2-TZVPD basis set) of a 11-piece molecular cluster, C30H88N14O11 overall at a distorted geometry.

Cartesian coordinates (Å):
C 2.452 3.687 4.903
O 1.985 3.884 3.584
C 0.779 4.633 3.642
C 0.318 4.883 2.212
C 0.111 3.537 1.496
N 1.308 5.642 1.428
H 2.890 4.523 5.452
H 3.271 2.959 4.845
H 1.711 3.134 5.493
H 0.057 4.133 4.302
H 0.950 5.629 4.088
H -0.659 5.343 2.050
H 0.991 2.897 1.387
H -0.173 3.668 0.447
H -0.704 3.006 1.999
H 1.680 6.373 2.029
H 2.079 5.046 1.160
C 5.556 0.094 -4.495
O 4.211 -0.271 -4.385
C 3.943 -1.555 -4.873
C 2.482 -1.740 -5.262
C 2.062 -0.544 -6.103
N 1.609 -1.722 -4.069
H 6.243 -0.752 -4.312
H 5.807 0.785 -3.699
H 5.825 0.503 -5.473
H 4.622 -1.799 -5.708
H 4.262 -2.276 -4.096
H 2.365 -2.677 -5.804
H 2.801 -0.222 -6.838
H 1.859 0.379 -5.551
H 1.091 -0.719 -6.580
H 1.898 -2.386 -3.357
H 1.607 -0.806 -3.620
C -1.205 -2.431 7.358
O -1.744 -1.517 6.413
C -0.835 -1.238 5.394
C -1.457 -0.339 4.330
C -2.888 -0.654 3.939
N -0.579 -0.449 3.128
H -1.233 -3.457 6.971
H -1.830 -2.370 8.246
H -0.173 -2.160 7.602
H 0.043 -0.707 5.788
H -0.431 -2.144 4.909
H -1.409 0.690 4.698
H -3.400 0.185 3.458
H -3.584 -0.746 4.787
H -3.016 -1.583 3.386
H -0.681 -1.427 2.850
H -0.989 0.116 2.387
C 4.609 -0.577 0.154
O 4.950 -1.826 -0.414
C 6.331 -2.136 -0.243
C 7.340 -1.286 -0.977
C 7.105 -1.382 -2.488
N 8.721 -1.575 -0.580
H 4.880 -0.512 1.213
H 3.538 -0.525 -0.032
H 5.105 0.275 -0.324
H 6.501 -2.107 0.845
H 6.433 -3.189 -0.533
H 7.221 -0.231 -0.701
H 7.268 -2.414 -2.807
H 7.792 -0.723 -3.030
H 6.130 -0.997 -2.798
H 9.304 -0.838 -0.949
H 9.011 -2.474 -0.953
C -7.571 -1.794 3.863
O -7.245 -1.457 2.547
C -5.897 -1.073 2.473
C -5.543 -0.804 1.007
C -4.048 -0.853 0.731
N -6.046 0.583 0.783
H -8.576 -2.199 3.918
H -7.560 -0.874 4.466
H -6.831 -2.456 4.324
H -5.679 -0.266 3.173
H -5.268 -1.945 2.740
H -6.091 -1.521 0.385
H -3.461 -0.019 1.106
H -3.827 -1.022 -0.324
H -3.659 -1.759 1.208
H -5.881 0.890 -0.181
H -7.062 0.463 0.724
C -2.185 3.247 -1.526
O -3.449 3.240 -2.150
C -4.177 2.083 -1.799
C -5.183 1.692 -2.883
C -6.013 2.877 -3.327
N -6.074 0.680 -2.281
H -1.393 3.254 -2.280
H -1.987 2.340 -0.947
H -1.979 4.065 -0.829
H -3.493 1.238 -1.661
H -4.774 2.238 -0.896
H -4.615 1.297 -3.736
H -6.825 2.562 -3.986
H -5.466 3.593 -3.945
H -6.340 3.454 -2.459
H -5.517 -0.155 -2.126
H -6.893 0.465 -2.830
N -0.508 -4.688 -0.202
C -1.335 -3.748 0.402
N -2.604 -4.175 0.711
O -0.838 -2.692 0.808
H -0.972 -5.438 -0.681
H 0.395 -4.345 -0.480
H -3.087 -3.610 1.387
H -2.907 -5.102 0.501
N 2.493 3.176 -1.538
C 2.284 4.177 -2.464
N 1.273 3.961 -3.397
O 3.013 5.168 -2.506
H 3.129 3.333 -0.788
H 1.876 2.380 -1.606
H 0.681 4.751 -3.583
H 0.781 3.080 -3.395
N 2.055 0.718 3.656
C 3.292 0.105 3.793
N 3.246 -1.263 3.511
O 4.303 0.662 4.272
H 1.187 0.235 3.433
H 2.156 1.718 3.736
H 2.410 -1.600 3.079
H 4.038 -1.799 3.800
N 0.265 -0.186 0.064
C -0.161 0.155 -1.187
N -1.130 -0.726 -1.623
O 0.252 1.111 -1.850
H -0.277 -0.883 0.570
H 1.009 0.309 0.518
H -1.075 -1.631 -1.191
H -1.517 -0.720 -2.555
C -1.636 -3.645 -3.167
C -1.115 -3.262 -4.556
O -1.148 -1.900 -4.845
H -1.173 -3.062 -2.386
H -1.417 -4.701 -2.996
H -2.709 -3.447 -3.187
H -1.721 -3.814 -5.280
H -0.087 -3.604 -4.730
H -0.229 -1.577 -4.650

Results
SMILES = COC[C@H](C)N.COC[C@H](C)N.COC[C@H](C)N.COC[C@H](C)N.COC[C@H](C)N.COC[C@H](C)N.NC(N)=O.NC(N)=O.NC(N)=O.NC(N)=O.CCO
HOMO-LUMO gap = 8.93 eV
highest occupied orbital energy = -0.333 Ha
energy relative to the best compared isomer or geometry (same formula, charge and spin) = 0.4919 eV
maximum force = 2.39 eV/A

No. 2
The following is a DFT calculation (ωB97M-V with the def2-TZVPD basis set) of an isolated ion of composition C6H12NS and charge +1 at a distorted geometry.

Cartesian coordinates (Å):
C -1.468 -0.627 0.304
C -2.141 0.442 0.442
C 1.856 -1.241 0.275
C 0.738 -1.568 -0.787
C -3.196 1.101 -0.458
C 1.796 1.251 0.224
N 1.630 -0.011 0.927
S -0.844 -2.161 0.070
H -1.756 1.069 1.112
H 2.014 -2.058 0.858
H 2.819 -1.393 -0.324
H 0.320 -0.773 -1.334
H 1.178 -2.444 -1.320
H -4.006 1.436 0.222
H -3.636 0.496 -1.229
H -2.624 1.938 -1.077
H 2.250 1.056 -0.721
H 0.800 1.801 0.139
H 2.435 1.842 0.778
H 1.833 -0.158 1.899

Results
HOMO-LUMO gap = 7.27 eV
highest occupied orbital energy = -0.462 Ha
energy relative to the best compared isomer or geometry (same formula, charge and spin) = 3.6696 eV
maximum force = 4.54 eV/A
net charge = +1

No. 3
The following is a DFT calculation (ωB97M-V with the def2-TZVPD basis set) of a 2-piece molecular cluster, C9H14N2O2 overall at a distorted geometry.

Cartesian coordinates (Å):
O 1.063 2.676 -0.646
C 1.305 1.584 -0.183
C 1.353 1.211 1.224
C 1.975 0.063 1.540
N 2.466 -0.817 0.677
C 2.329 -0.679 -0.730
O 2.671 -1.497 -1.546
N 1.728 0.547 -1.022
H 1.110 2.008 1.932
H 2.072 -0.199 2.573
H 3.225 -1.587 0.983
H 1.520 0.775 -2.012
C -2.439 0.115 -1.064
C -0.849 0.044 -1.273
C -0.222 -0.421 0.104
C -1.476 -0.983 0.868
C -2.666 -0.074 0.466
H -2.803 1.120 -1.331
H -3.035 -0.569 -1.584
H -0.348 0.920 -1.751
H -0.658 -0.839 -1.902
H 0.257 0.446 0.646
H 0.531 -1.261 -0.164
H -1.180 -1.015 1.938
H -1.678 -2.043 0.565
H -2.568 0.922 1.005
H -3.684 -0.446 0.690

Results
SMILES = O=c1cc[nH]c(=O)[nH]1.C1CCCC1
HOMO-LUMO gap = 8.86 eV
highest occupied orbital energy = -0.312 Ha
energy relative to the best compared isomer or geometry (same formula, charge and spin) = 3.6039 eV
maximum force = 5.25 eV/A

No. 4
The following is a DFT calculation (ωB97M-V with the def2-TZVPD basis set) of C22H30F4N6O3Tl as an isolated structure at a distorted geometry.

Cartesian coordinates (Å):
Tl 0.382 0.280 -0.150
C 1.293 2.668 -2.335
N 0.949 2.616 -0.908
C 2.027 3.225 -0.120
C -0.329 3.299 -0.709
C -0.884 3.223 0.712
N -0.385 2.088 1.460
C -0.981 1.750 2.623
C -0.381 0.701 3.364
F 0.756 0.156 2.888
C -0.904 0.210 4.534
F -0.283 -0.806 5.146
C -2.048 0.758 5.086
C -2.639 1.815 4.419
F -3.732 2.382 4.927
C -2.137 2.308 3.227
F -2.780 3.343 2.678
H 1.396 3.710 -2.659
H 0.506 2.193 -2.920
H 2.224 2.136 -2.509
H 2.123 4.291 -0.358
H 2.970 2.733 -0.358
H 1.822 3.111 0.942
H -1.044 2.843 -1.396
H -0.232 4.351 -1.001
H -1.968 3.203 0.623
H -0.626 4.128 1.274
H -2.456 0.389 6.016
O 1.684 -0.304 -2.241
C 2.585 -1.385 -2.468
C 1.860 -2.717 -2.569
C 0.950 -2.980 -1.361
C 1.733 -2.890 -0.086
C 2.415 -3.994 0.414
C 3.239 -3.852 1.517
C 3.376 -2.598 2.093
C 2.660 -1.549 1.552
N 1.848 -1.691 0.500
H 0.957 -0.352 -2.922
H 3.290 -1.384 -1.637
H 3.155 -1.196 -3.381
H 2.607 -3.510 -2.651
H 1.259 -2.747 -3.479
H 0.499 -3.970 -1.453
H 0.127 -2.262 -1.351
H 2.299 -4.952 -0.076
H 3.775 -4.704 1.914
H 4.019 -2.432 2.945
H 2.740 -0.554 1.970
O -2.784 0.961 -0.160
C -2.578 0.498 -1.268
C -3.636 0.228 -2.319
C -2.840 -0.314 -3.501
C -1.402 -0.279 -3.022
O -0.440 -0.602 -3.711
N -1.328 0.171 -1.738
H -4.164 1.156 -2.532
H -4.363 -0.473 -1.912
H -2.922 0.283 -4.408
H -3.088 -1.341 -3.770
N -1.864 -2.323 0.485
N -1.311 -1.249 1.256
H -2.687 -2.700 0.946
H -1.176 -3.067 0.458
H -1.130 -1.521 2.219
H -2.005 -0.505 1.253

Results
HOMO-LUMO gap (alpha / beta) = 5.23 / 5.23 eV
highest occupied orbital energy (alpha / beta) = -0.368 / -0.368 Ha
energy relative to the best compared isomer or geometry (same formula, charge and spin) = 0.0000 eV
maximum force = 1.61 eV/A
net charge = +1

No. 5
The following is a DFT calculation (ωB97M-V with the def2-TZVPD basis set) of a 3-piece molecular cluster, C13H32BN3OS overall at a distorted geometry.

Cartesian coordinates (Å):
C -3.152 2.734 1.061
C -1.836 2.630 1.818
N -0.828 1.879 1.095
C 0.308 1.488 1.911
C 1.192 2.591 2.501
C -0.513 2.367 -0.236
C -0.052 3.822 -0.378
H -3.504 1.747 0.757
H -3.913 3.182 1.702
H -3.066 3.360 0.172
H -2.028 2.110 2.761
H -1.497 3.643 2.086
H 0.933 0.804 1.330
H -0.079 0.885 2.740
H 1.812 3.065 1.741
H 1.871 2.157 3.239
H 0.609 3.361 3.007
H -1.400 2.232 -0.864
H 0.238 1.710 -0.681
H -0.700 4.515 0.160
H -0.075 4.110 -1.431
H 0.970 3.967 -0.031
C 0.854 -3.505 -0.939
C -0.315 -3.517 -1.914
N -1.604 -3.489 -1.251
C -2.714 -3.820 -2.125
C -3.009 -2.888 -3.306
C -1.817 -2.374 -0.343
C -1.661 -0.953 -0.893
H 0.749 -4.298 -0.198
H 1.788 -3.667 -1.480
H 0.942 -2.552 -0.416
H -0.258 -4.440 -2.498
H -0.189 -2.688 -2.629
H -3.617 -3.921 -1.517
H -2.527 -4.823 -2.525
H -3.451 -1.947 -2.982
H -3.729 -3.364 -3.976
H -2.114 -2.669 -3.889
H -1.124 -2.487 0.495
H -2.809 -2.479 0.104
H -0.740 -0.829 -1.466
H -1.623 -0.243 -0.063
H -2.501 -0.661 -1.524
O 7.749 -0.467 1.867
B 7.525 0.825 1.507
N 6.277 1.548 1.897
C 5.255 0.954 1.647
S 3.958 0.068 1.542
H 7.079 -1.086 1.550
H 8.337 1.412 0.868

Results
SMILES = CCN(CC)CC.CCN(CC)CC.OBN=C=S
HOMO-LUMO gap = 8.30 eV
highest occupied orbital energy = -0.294 Ha
maximum force = 1.33 eV/A

No. 6
The following is a DFT calculation (ωB97M-V with the def2-TZVPD basis set) of C31H34CoN10O3Si as an isolated structure at a distorted geometry.

Cartesian coordinates (Å):
Co -1.382 0.163 -1.798
C 7.302 0.197 8.600
O 7.590 0.207 7.214
C 6.548 0.223 6.355
C 6.875 0.244 4.997
C 5.886 0.263 4.044
C 4.534 0.259 4.411
C 4.221 0.238 5.765
C 5.212 0.219 6.735
C 3.521 0.264 3.361
N 3.783 0.246 2.073
C 2.573 0.248 1.444
C 1.543 0.267 2.370
N 2.170 0.276 3.589
C 0.160 0.265 2.020
C -0.932 0.288 2.887
C -2.204 0.273 2.351
C -2.370 0.234 0.970
N -1.354 0.215 0.128
C -0.096 0.234 0.632
C 0.950 0.201 -0.332
N 0.547 0.144 -1.630
C 1.486 0.123 -2.564
C 2.847 0.137 -2.280
C 3.273 0.174 -0.967
C 2.310 0.211 0.035
H 8.264 0.198 9.104
H 6.746 -0.700 8.885
H 6.737 1.084 8.898
H 7.922 0.246 4.721
H 6.129 0.278 2.991
H 3.187 0.232 6.093
H 4.930 0.200 7.778
H 1.721 0.302 4.487
H -0.793 0.320 3.960
H -3.070 0.286 2.997
H -3.353 0.218 0.517
H 1.139 0.089 -3.587
H 3.560 0.113 -3.091
H 4.323 0.172 -0.708
C -0.565 4.724 -2.667
C -0.267 3.241 -2.532
O -1.241 2.572 -1.735
H 0.239 5.222 -3.211
H -0.655 5.178 -1.680
H -1.495 4.882 -3.216
H 0.685 3.089 -2.022
H -0.206 2.772 -3.520
H -2.118 2.735 -2.104
N -1.283 0.188 -3.633
C -1.457 0.046 -4.782
N -1.546 -0.016 -6.036
C -2.301 -0.676 -6.871
N -2.938 -1.222 -7.671
N -3.346 -4.697 -3.415
C -2.449 -4.105 -2.582
C -2.331 -2.703 -2.515
N -1.467 -2.126 -1.710
C -0.703 -2.912 -0.943
C -0.839 -4.285 -0.998
N -1.701 -4.890 -1.810
H -3.789 -4.154 -4.134
H -3.274 -5.690 -3.540
H -2.952 -2.055 -3.122
H 0.019 -2.437 -0.291
H -0.236 -4.931 -0.369
C -4.829 -0.038 -4.252
Si -4.726 0.270 -2.375
C -5.672 1.887 -2.066
C -5.727 -1.142 -1.587
O -3.238 0.357 -1.825
H -5.873 -0.109 -4.570
H -4.331 -0.964 -4.553
H -4.366 0.779 -4.810
H -6.669 1.824 -2.509
H -5.163 2.742 -2.518
H -5.795 2.096 -1.000
H -6.679 -1.261 -2.111
H -5.953 -0.947 -0.534
H -5.197 -2.097 -1.639

Results
HOMO-LUMO gap (alpha / beta) = 6.89 / 6.81 eV
highest occupied orbital energy (alpha / beta) = -0.287 / -0.284 Ha
spin multiplicity = 2
energy relative to the best compared isomer or geometry (same formula, charge and spin) = 0.1040 eV
maximum force = 1.73 eV/A
expectation value of S² = 0.755

No. 7
The following is a DFT calculation (ωB97M-V with the def2-TZVPD basis set) of C6H8N2 as an isolated structure at a distorted geometry.

Cartesian coordinates (Å):
C -0.897 0.516 0.594
C -1.804 -0.622 1.062
C -0.429 0.320 -0.830
C 1.151 -0.517 -0.374
C 2.260 -0.142 -1.022
N -0.614 1.060 -1.813
C 0.434 0.440 1.283
N 1.026 0.854 2.225
H -1.396 1.488 0.693
H -0.067 0.885 -2.655
H 0.996 -1.571 -0.161
H -1.256 -1.545 1.267
H -2.561 -0.873 0.315
H -2.309 -0.322 1.983
H 3.020 -0.869 -1.292
H 2.446 0.897 -1.273

Results
HOMO-LUMO gap = 8.43 eV
highest occupied orbital energy = -0.331 Ha
energy relative to the best compared isomer or geometry (same formula, charge and spin) = 4.3162 eV
maximum force = 4.82 eV/A

No. 8
The following is a DFT calculation (ωB97M-V with the def2-TZVPD basis set) of an isolated ion of composition C3H9N5 and charge +2 at a distorted geometry.

Cartesian coordinates (Å):
N 2.427 0.737 0.111
C 1.889 -0.201 -0.614
N 0.733 -0.773 -0.511
N -0.050 -1.464 0.403
C -1.353 -1.397 0.356
N -2.010 -0.369 -0.362
C -1.624 0.887 -0.397
N -0.690 1.336 0.409
H 2.141 1.026 1.094
H 3.281 1.221 -0.125
H 2.358 -0.374 -1.562
H 0.215 -2.439 0.696
H -1.910 -2.199 0.811
H -2.930 -0.651 -0.482
H -2.145 1.638 -0.943
H -0.142 0.737 0.997
H -0.191 2.287 0.118

Results
SMILES = N/C=N\[NH+]=C/NC=[NH2+]
HOMO-LUMO gap (alpha / beta) = 8.82 / 8.82 eV
highest occupied orbital energy (alpha / beta) = -0.667 / -0.667 Ha
energy relative to the best compared isomer or geometry (same formula, charge and spin) = 2.4970 eV
maximum force = 3.95 eV/A
net charge = +2

No. 9
The following is a DFT calculation (ωB97M-V with the def2-TZVPD basis set) of an isolated molecule of C9H10Si at a distorted geometry.

Cartesian coordinates (Å):
Si -0.040 -1.659 2.060
C 0.434 -0.049 1.089
C 1.884 0.100 0.812
C 2.067 0.615 -0.464
C 0.762 0.856 -1.123
C 0.407 1.482 -2.335
C -0.957 1.458 -2.625
C -1.891 0.869 -1.771
C -1.528 0.292 -0.558
C -0.223 0.290 -0.228
H 0.502 -2.914 1.453
H -1.423 -1.645 2.084
H 0.730 -1.629 3.319
H 0.079 0.643 1.844
H 2.677 -0.160 1.428
H 3.049 0.809 -0.889
H 1.209 1.951 -3.064
H -1.494 1.808 -3.601
H -2.965 1.015 -2.095
H -2.160 -0.110 0.295

Results
SMILES = [SiH3][C@H]1C=Cc2ccccc21
HOMO-LUMO gap = 8.98 eV
highest occupied orbital energy = -0.301 Ha
energy relative to the best compared isomer or geometry (same formula, charge and spin) = 0.0000 eV
maximum force = 4.08 eV/A

maximum force of number 3 (C9H14N2O2)?
5.25 eV/A